No. 1
112
Properties=species:S:1:pos:R:3:forces:R:3 method="wB97M-V/def2-TZVPD" spin_multiplicity=1 e_lumo_ev=0.12 e_tot_ha=-1893.5615 homo_energy_ev=-8.25 e_above_lowest_ev=2.3039 smiles=CC1(C)CCCC(C)(C)N1O.CC1(C)CCCC(C)(C)N1O.COC[C@H](C)N.COC[C@H](C)N.CO.CO.CO orbital_gap_ev=8.376
C 5.260 1.011 -6.122 0.1 0.1 0.3
C 3.750 0.787 -5.978 0.0 -0.8 1.2
C 3.312 0.448 -4.540 0.8 -0.2 0.5
C 3.069 2.072 -6.386 0.3 0.6 -1.3
C 2.924 2.179 -7.887 -0.7 0.9 -0.8
C 2.200 0.974 -8.447 1.3 -0.2 -0.2
C 3.045 -0.311 -8.167 -0.1 0.1 -1.1
C 2.163 -1.461 -8.721 0.0 -0.6 1.5
C 4.336 -0.288 -9.008 0.3 0.7 -0.3
N 3.329 -0.387 -6.725 -2.4 -0.2 -1.3
O 3.982 -1.566 -6.337 -0.2 0.3 -0.2
H 5.478 1.600 -7.013 0.0 -0.1 0.0
H 5.625 1.573 -5.262 0.2 -0.1 0.0
H 5.799 0.067 -6.186 0.1 0.1 0.1
H 2.278 0.107 -4.485 -0.1 0.4 -0.3
H 3.880 -0.399 -4.156 0.2 0.0 0.0
H 3.486 1.276 -3.852 -0.1 0.2 0.0
H 2.070 2.285 -6.006 0.1 -0.5 0.6
H 3.750 2.868 -6.085 -0.3 0.2 0.4
H 2.374 3.090 -8.126 -0.5 0.1 0.2
H 3.820 2.403 -8.466 0.5 -0.6 0.3
H 2.142 1.071 -9.531 -0.1 -0.1 -0.1
H 1.170 0.887 -8.100 0.1 -0.1 0.4
H 2.604 -2.451 -8.604 0.3 0.0 0.2
H 1.858 -1.417 -9.767 0.3 0.7 0.0
H 1.270 -1.458 -8.097 -0.2 -0.2 -0.1
H 4.066 -0.211 -10.061 0.0 -0.3 -0.1
H 5.001 -1.142 -8.879 -0.3 -0.4 0.0
H 4.983 0.570 -8.825 -0.2 0.2 0.2
H 4.805 -1.556 -6.832 0.6 -0.3 -0.1
C -1.229 5.182 9.378 -1.2 -1.6 0.4
C -1.511 3.662 8.964 1.2 1.3 -0.9
C -2.974 3.357 8.980 -0.9 -1.0 0.3
C -1.015 3.552 7.488 0.8 0.1 0.4
C -0.808 2.120 6.978 -1.1 1.0 -0.3
C 0.118 1.324 7.845 -0.3 0.3 0.6
C -0.348 1.333 9.361 -0.1 1.7 -0.5
C -1.557 0.404 9.556 0.0 -1.1 -0.6
C 0.862 0.825 10.157 -0.7 -0.2 0.7
N -0.684 2.785 9.772 2.2 -0.9 0.0
O -1.051 2.861 11.155 -0.7 -0.5 -0.6
H -1.612 5.266 10.395 0.2 0.3 0.1
H -0.180 5.476 9.333 -0.1 -0.2 -0.1
H -1.854 5.828 8.761 0.1 0.1 -0.2
H -3.165 2.286 8.909 0.3 -0.2 -0.9
H -3.494 3.465 9.932 0.1 1.2 0.0
H -3.399 3.857 8.110 -0.7 0.1 0.5
H -1.601 4.140 6.782 -0.8 -0.3 0.3
H -0.104 4.145 7.421 0.7 -0.5 0.2
H -1.790 1.649 6.926 -0.2 -0.2 0.1
H -0.506 2.209 5.935 0.4 -0.3 0.0
H 1.126 1.715 7.705 0.1 0.2 0.5
H 0.162 0.298 7.480 -0.1 -0.2 0.3
H -1.237 -0.556 9.963 0.1 0.0 0.4
H -1.952 0.082 8.592 -0.2 0.3 -0.2
H -2.412 0.752 10.135 0.5 0.3 0.2
H 1.096 -0.153 9.735 0.3 0.0 0.0
H 0.587 0.640 11.195 -0.2 -0.1 0.1
H 1.742 1.465 10.213 -0.1 0.2 -0.6
H -0.236 2.997 11.645 0.3 0.1 -0.2
C -8.244 -0.907 -5.882 0.2 -0.3 -1.1
O -7.725 -2.145 -5.475 0.4 -0.4 -0.1
C -7.432 -2.304 -4.106 -1.5 -0.7 0.4
C -7.147 -3.786 -3.794 2.2 0.8 -0.4
C -6.854 -4.011 -2.313 -2.1 -0.3 -0.7
N -5.882 -4.248 -4.399 -0.1 -0.1 -0.8
H -8.482 -1.038 -6.938 0.0 -0.1 -0.1
H -7.481 -0.128 -5.882 -0.1 0.3 0.6
H -9.195 -0.630 -5.428 0.2 0.1 0.6
H -6.663 -1.636 -3.718 0.5 0.0 -0.2
H -8.344 -2.056 -3.562 -0.3 0.2 0.4
H -7.937 -4.434 -4.173 -0.2 0.2 0.1
H -5.868 -3.637 -2.037 -0.3 -0.1 0.2
H -7.000 -5.088 -2.222 0.8 0.0 0.5
H -7.700 -3.582 -1.776 0.4 0.3 0.7
H -5.156 -3.594 -4.145 0.3 0.1 0.3
H -5.903 -4.186 -5.407 -0.3 -0.1 -0.3
C 5.326 -0.399 3.467 1.3 0.6 0.0
O 5.931 -1.192 2.466 0.7 -0.1 0.1
C 5.129 -2.208 1.952 -2.2 0.5 -1.4
C 5.767 -3.018 0.800 -0.6 -0.2 1.5
C 4.836 -4.116 0.292 -0.2 0.0 0.0
N 6.973 -3.583 1.377 0.9 0.1 0.0
H 4.589 0.304 3.079 -0.4 -0.3 -0.1
H 6.152 0.220 3.818 0.0 0.1 0.1
H 4.988 -0.932 4.356 -0.4 -0.4 -0.2
H 4.716 -2.803 2.767 0.3 -0.7 0.1
H 4.258 -1.730 1.503 -0.6 0.2 -0.1
H 5.973 -2.341 -0.029 0.4 0.1 0.1
H 4.911 -5.007 0.915 0.0 0.0 0.1
H 5.070 -4.425 -0.727 0.2 0.1 0.0
H 3.791 -3.806 0.293 0.0 0.1 0.0
H 6.729 -4.337 2.004 -0.3 -0.6 -0.3
H 7.212 -2.886 2.067 1.0 0.3 0.0
C -4.104 2.949 1.994 1.2 0.3 0.8
O -4.520 2.037 1.039 -0.6 -0.5 -1.1
H -3.056 2.761 2.226 0.2 0.0 0.4
H -4.081 3.972 1.620 -0.6 -0.1 -0.2
H -4.689 2.869 2.910 -0.1 0.2 0.1
H -4.104 1.187 1.200 0.0 0.0 0.0
C -0.837 -1.286 0.887 0.4 -0.9 1.1
O -2.153 -1.789 0.583 1.0 1.2 -0.4
H -0.262 -0.823 0.084 -0.4 -0.2 -0.4
H -0.792 -0.578 1.714 -0.7 0.2 0.0
H -0.276 -2.144 1.256 0.4 0.0 -0.1
H -2.187 -1.667 -0.368 -0.6 -0.2 -0.2
C -2.301 -0.243 -4.496 0.3 -0.2 0.2
O -2.416 -1.596 -3.961 -0.2 1.4 -0.5
H -1.621 0.407 -3.946 -0.1 -0.2 0.7
H -1.884 -0.149 -5.499 -0.3 -0.7 -0.4
H -3.282 0.233 -4.501 0.0 -0.4 0.1
H -1.577 -2.056 -4.040 0.1 0.2 -0.1


No. 2
119
Properties=species:S:1:pos:R:3:forces:R:3 method="wB97M-V/def2-TZVPD" spin_multiplicity=1 e_lumo_ev=0.14 e_tot_ha=-2406.7233 homo_energy_ev=-9.20 e_above_lowest_ev=5.0692 smiles="C[N+](=O)[O-].COCCOC.COCCOC.COCCOC.COCCOC.COCCOC.COCCOC.COCCOC" orbital_gap_ev=9.338
C 5.469 -0.460 22.163 -0.2 1.0 0.4
N 4.484 -1.266 21.414 0.2 -0.4 -0.4
O 3.303 -1.035 21.630 0.8 -0.3 -0.3
O 4.943 -2.087 20.633 -0.7 0.4 0.3
H 5.414 0.554 21.768 0.0 -0.1 -0.2
H 6.492 -0.820 22.054 -0.4 -0.3 0.1
H 5.071 -0.367 23.173 0.4 -0.3 0.1
C -3.004 -2.605 16.431 0.3 0.9 1.8
O -3.433 -2.060 17.721 -0.1 -1.7 0.1
C -3.525 -0.692 17.883 1.6 1.1 -2.6
C -2.182 0.044 17.478 1.4 0.2 0.1
O -1.640 -0.025 16.110 -0.3 0.0 0.5
C -0.277 0.423 16.028 -0.3 0.3 0.2
H -3.435 -2.075 15.582 -0.2 -0.1 0.0
H -3.276 -3.660 16.481 0.0 0.2 -0.2
H -1.925 -2.456 16.453 0.0 -0.4 -0.7
H -3.678 -0.437 18.932 -0.2 -0.2 -0.1
H -4.330 -0.372 17.221 -0.3 0.7 0.3
H -1.423 -0.368 18.143 0.2 -0.5 0.1
H -2.080 1.105 17.704 -1.1 0.3 0.3
H -0.031 0.813 15.041 -0.4 -0.7 -0.4
H 0.440 -0.341 16.330 -0.1 -0.3 -0.1
H -0.027 1.310 16.611 -0.6 0.1 0.8
C -5.188 -15.199 15.518 0.2 1.2 -0.7
O -5.017 -16.423 16.090 0.8 -3.1 2.0
C -6.065 -16.911 16.989 -1.4 1.5 -1.9
C -6.025 -18.204 17.770 2.0 0.0 0.2
O -5.081 -18.114 18.818 0.9 0.1 1.5
C -3.702 -17.866 18.564 0.3 -0.1 -1.1
H -4.573 -14.436 15.995 -0.2 0.3 0.5
H -6.228 -14.876 15.460 -0.2 0.1 0.0
H -4.772 -15.239 14.511 -0.2 -0.2 -0.3
H -6.875 -16.949 16.261 -0.8 -0.3 0.4
H -6.346 -16.145 17.711 0.3 0.3 0.1
H -5.883 -19.142 17.233 0.3 0.1 -0.7
H -6.957 -18.351 18.315 -0.3 0.5 -0.3
H -3.021 -17.933 19.413 -0.9 -0.4 0.7
H -3.455 -16.876 18.180 -0.6 0.2 -0.3
H -3.301 -18.579 17.843 -0.1 -0.2 -0.3
C -0.849 -10.402 22.509 -1.3 0.1 0.5
O -1.738 -10.939 23.502 0.3 -0.5 -0.7
C -2.180 -12.291 23.283 0.7 0.7 0.6
C -1.135 -13.334 23.610 0.1 -0.3 -0.4
O -0.788 -13.347 24.969 0.3 -0.1 1.3
C 0.363 -12.574 25.382 -0.6 0.6 -1.6
H -1.373 -10.258 21.564 -0.1 -0.3 -0.3
H 0.037 -11.011 22.326 0.2 0.1 0.3
H -0.669 -9.391 22.876 0.7 -0.2 0.0
H -2.549 -12.461 22.272 -0.1 0.2 -0.2
H -2.977 -12.417 24.016 -0.2 0.0 -0.2
H -0.292 -13.387 22.920 0.7 0.9 0.1
H -1.557 -14.298 23.326 -0.6 -0.3 0.6
H 0.587 -12.521 26.448 -0.4 -1.2 0.0
H 0.200 -11.517 25.175 -0.1 0.1 -0.5
H 1.184 -12.935 24.762 0.5 0.1 0.4
C 2.483 -15.144 18.268 -0.7 0.7 -2.4
O 2.158 -13.810 17.936 -1.5 0.5 3.5
C 2.271 -13.340 16.679 0.4 2.3 -0.9
C 1.504 -11.934 16.468 2.3 -1.4 0.3
O 2.364 -10.868 16.999 -1.7 -1.7 -0.2
C 1.845 -9.585 16.745 0.8 0.0 -1.3
H 1.986 -15.629 17.428 -0.1 -1.4 0.3
H 2.023 -15.398 19.223 0.4 0.0 -0.1
H 3.549 -15.326 18.130 0.2 -0.1 0.7
H 1.955 -14.005 15.876 -0.3 -0.5 0.0
H 3.344 -13.169 16.591 0.3 0.5 -1.1
H 0.476 -11.954 16.830 0.1 0.2 0.8
H 1.386 -11.914 15.384 0.3 0.7 -0.3
H 2.518 -8.874 17.225 -0.6 0.0 0.5
H 0.772 -9.474 16.900 0.0 0.1 0.8
H 1.982 -9.379 15.683 -0.1 0.1 -0.4
C 5.867 -9.697 22.107 0.1 0.0 -0.8
O 5.997 -10.936 22.739 0.7 -0.2 0.4
C 6.149 -11.992 21.791 0.1 -0.8 1.2
C 7.236 -12.968 22.285 0.1 -1.0 -0.7
O 7.480 -13.927 21.220 -0.4 -0.5 0.7
C 7.804 -15.253 21.712 -1.0 1.1 -0.6
H 5.776 -8.830 22.761 0.1 -0.5 0.5
H 4.965 -9.741 21.496 0.0 0.4 -0.4
H 6.772 -9.590 21.509 -0.2 0.6 -0.5
H 6.392 -11.772 20.752 0.1 0.9 0.1
H 5.160 -12.450 21.798 0.1 -0.7 -0.3
H 6.937 -13.464 23.208 -0.3 -0.2 0.0
H 8.225 -12.564 22.502 -0.2 0.9 0.0
H 6.892 -15.787 21.981 -0.2 0.2 0.5
H 8.461 -15.144 22.575 0.3 -0.5 -0.2
H 8.154 -15.836 20.860 0.7 0.3 0.2
C 3.958 -22.291 17.577 0.7 0.3 -0.5
O 2.845 -22.810 18.283 0.5 -0.4 -0.9
C 3.238 -23.545 19.434 -0.6 0.1 1.0
C 2.213 -24.650 19.868 0.5 1.4 -0.5
O 0.942 -24.167 20.267 -0.1 -0.1 -0.8
C -0.004 -24.216 19.200 -0.1 0.4 -0.2
H 3.704 -21.623 16.753 -0.9 -0.1 0.2
H 4.602 -23.025 17.092 -0.2 -0.8 0.2
H 4.667 -21.700 18.157 -0.2 0.1 0.8
H 3.395 -22.773 20.187 -0.1 -0.2 0.6
H 4.195 -24.058 19.341 0.2 -0.1 -0.5
H 2.609 -25.202 20.720 0.3 0.0 -0.1
H 2.154 -25.299 18.994 -0.3 -0.4 0.0
H -0.886 -23.632 19.463 0.1 -0.1 0.3
H -0.312 -25.229 18.942 0.0 -0.3 0.3
H 0.375 -23.788 18.271 0.3 0.2 0.1
C -1.841 -19.300 10.735 -1.7 -0.9 -0.6
O -2.806 -20.204 10.107 2.5 2.0 -1.5
C -3.854 -20.675 10.796 -2.3 -1.8 0.1
C -4.857 -21.389 9.766 2.1 0.5 1.1
O -4.054 -22.274 9.003 -0.5 0.0 -0.7
C -4.910 -23.028 8.159 -0.5 0.6 -0.1
H -2.390 -18.533 11.280 0.1 0.2 0.1
H -1.316 -18.854 9.890 0.1 -0.1 0.3
H -1.175 -19.830 11.417 0.1 -0.1 -0.1
H -4.461 -19.933 11.317 0.1 0.4 0.2
H -3.473 -21.402 11.513 -0.4 -0.4 0.4
H -5.352 -20.630 9.159 0.2 0.2 -0.4
H -5.661 -21.931 10.264 0.0 -0.1 0.5
H -5.614 -22.370 7.652 -0.5 0.3 0.3
H -5.450 -23.726 8.799 -0.2 -0.4 -0.4
H -4.476 -23.474 7.264 1.0 -0.4 0.7